1.
C20H28N2O4 | ωB97M-V with the def2-TZVPD basis set

Output
DFT total energy (eV): -32364.7885
ΔE to the lowest compared entry with this formula, charge and spin (kcal per mole): 59.9
E_LUMO (eV): 0.72
HOMO-LUMO gap (eV): 9.5
HOMO (hartree): -0.323

Geometry as XYZ:
```
54
Properties=species:S:1:pos:R:3:forces:R:3:nbo_charge:R:1
C 4.52727 -4.13060 -1.66078 0.0 0.2 -0.1 -0.616
C 4.22131 -3.23807 -2.85759 0.1 -0.2 -0.1 -0.398
C 3.56247 -3.98914 -4.01506 0.0 0.2 0.1 -0.380
H 3.36800 -3.28587 -4.82802 0.0 -0.1 -0.1 0.209
H 4.24652 -4.75411 -4.38791 0.0 0.0 -0.1 0.205
C 2.24306 -4.67349 -3.62630 0.1 0.2 -0.3 -0.469
C 1.28674 -3.70562 -3.03930 -0.1 -0.3 0.6 0.540
N 0.94599 -3.62882 -1.79913 0.4 -0.6 0.1 -0.485
C 0.06442 -2.57356 -1.72826 -0.3 0.7 -0.9 0.129
C -0.63116 -2.02007 -0.66343 0.0 0.0 -0.2 -0.205
C -1.44151 -0.93020 -0.93256 -0.1 -0.2 -0.1 -0.123
C -1.57337 -0.41909 -2.22973 0.0 0.0 0.2 -0.196
C -0.89509 -0.96643 -3.30245 0.2 -0.2 -0.3 -0.242
C -0.07495 -2.04371 -3.02748 -0.3 0.1 1.2 0.221
O 0.71178 -2.78015 -3.85309 0.1 0.0 -0.5 -0.422
H -0.99998 -0.57761 -4.30242 0.0 0.1 -0.1 0.229
H -2.23060 0.42231 -2.39076 -0.1 0.1 0.0 0.222
C -2.27043 -0.33589 0.17149 0.1 0.0 -0.2 0.672
O -3.26280 -0.90244 0.59073 -0.2 -0.3 0.1 -0.619
N -1.86788 0.87129 0.62608 -0.1 0.2 0.0 -0.436
C -0.61032 1.50368 0.31336 0.5 0.0 0.0 -0.221
H -0.80483 2.54827 0.04613 0.0 -0.1 -0.1 0.205
C 0.30818 1.47525 1.53767 -0.2 0.4 0.0 -0.436
H 0.52954 0.44297 1.81268 0.1 -0.1 0.0 0.210
H 1.24633 1.97875 1.29884 0.1 0.0 0.0 0.211
C -0.38421 2.17533 2.71877 0.2 -0.4 0.2 0.105
C -1.74011 1.51262 2.98180 0.2 0.3 -0.2 -0.422
C -2.58287 1.51519 1.70758 -0.3 -0.1 0.3 -0.230
H -2.79623 2.54909 1.42199 -0.1 -0.1 0.0 0.204
H -3.51570 0.97013 1.85933 0.1 0.2 0.0 0.247
H -1.57834 0.48676 3.31610 0.0 0.0 0.0 0.211
H -2.26566 2.06175 3.76256 0.0 0.0 0.1 0.221
O -0.61328 3.54589 2.42778 -0.4 -0.2 0.0 -0.549
C 0.41978 4.42965 2.77641 0.2 0.2 0.4 -0.076
C 0.41394 4.83180 4.25593 0.1 -0.1 -0.3 -0.090
O -0.57704 5.80798 4.45668 -0.1 -0.1 -0.2 -0.536
C -0.68311 6.21964 5.79355 0.0 0.0 0.1 -0.245
H 0.25894 6.65533 6.15178 0.0 0.0 0.0 0.162
H -0.95358 5.38307 6.45057 0.0 0.0 0.0 0.164
H -1.46672 6.97336 5.82556 0.0 0.0 0.1 0.196
H 1.40352 5.23421 4.52933 -0.1 -0.1 0.0 0.164
H 0.21664 3.95304 4.89036 0.1 0.1 0.0 0.165
H 1.40196 4.00972 2.52085 0.0 0.0 0.0 0.164
H 0.24767 5.33077 2.18326 0.2 0.0 0.0 0.206
H 0.24723 2.08115 3.61514 -0.1 0.0 -0.1 0.174
H -0.13700 0.99867 -0.52917 -0.1 0.2 0.1 0.227
H -0.54484 -2.42772 0.33037 0.0 -0.1 0.2 0.230
H 1.79616 -5.11338 -4.52045 0.0 -0.1 0.1 0.233
H 2.42065 -5.45841 -2.89353 -0.1 0.0 0.0 0.240
H 5.14931 -2.79330 -3.22553 -0.1 0.1 0.0 0.204
H 3.57063 -2.42197 -2.53567 0.0 0.1 0.0 0.198
H 5.09094 -5.00764 -1.97198 0.1 -0.1 0.0 0.197
H 5.11901 -3.58533 -0.92921 0.0 0.0 0.1 0.212
H 3.60737 -4.45213 -1.18033 -0.1 -0.1 0.1 0.217
```
Forces are in eV/Å.

2.
C20H28N2O4S2 | ωB97M-V with the def2-TZVPD basis set

Output
DFT total energy (eV): -54036.6532
ΔE to the lowest compared entry with this formula, charge and spin (kcal per mole): 0.6
E_LUMO (eV): 0.38
HOMO-LUMO gap (eV): 8.9
HOMO (hartree): -0.313

Geometry as XYZ:
```
56
Properties=species:S:1:pos:R:3:forces:R:3:nbo_charge:R:1
C 4.69888 0.37303 -2.03281 0.2 0.1 0.0 -0.620
C 5.54908 1.36811 -1.25353 -0.1 0.0 -0.1 -0.397
C 5.00012 1.73569 0.13262 0.3 -0.3 0.0 -0.426
C 3.65537 2.42893 0.01956 0.4 0.1 0.1 0.677
O 3.58327 3.62142 -0.17580 0.0 0.2 -0.1 -0.586
N 2.53748 1.66036 0.08322 -0.6 0.1 0.0 -0.621
C 2.41952 0.30152 0.34527 0.0 -0.7 0.2 0.213
C 1.20862 -0.32917 0.08388 0.2 0.2 0.0 -0.242
C 1.05672 -1.66966 0.37249 -0.4 -0.2 -0.2 -0.325
C 2.08277 -2.41315 0.92487 -0.1 -0.2 0.0 -0.185
C 3.29136 -1.79437 1.18426 -0.1 0.2 -0.1 -0.215
C 3.46869 -0.44505 0.89463 0.0 0.2 0.0 -0.207
S 5.00179 0.31662 1.28328 -0.1 0.2 0.0 0.287
H 4.11182 -2.34317 1.61920 0.1 -0.1 0.0 0.228
H 1.91695 -3.45530 1.14281 0.0 -0.2 0.0 0.248
S -0.53053 -2.43266 0.03538 0.3 -0.4 0.0 2.164
O -0.45821 -3.82608 0.38790 0.3 -0.2 -0.1 -0.945
O -1.55949 -1.65162 0.67813 0.1 0.2 -0.1 -0.958
C -0.76554 -2.31438 -1.78490 0.1 0.2 0.6 -0.632
C -2.13561 -1.72581 -2.05330 0.1 0.2 0.2 -0.504
C -2.18232 -0.30840 -1.48243 -0.5 -0.3 -0.4 0.720
O -1.23784 0.45250 -1.60718 0.3 0.2 -0.1 -0.680
N -3.34664 0.04063 -0.91859 -0.4 0.1 0.1 -0.608
H -4.00290 -0.69135 -0.69947 0.1 -0.1 -0.1 0.394
C -3.49848 1.27208 -0.16048 0.2 0.4 0.1 -0.056
C -3.60831 0.94579 1.33282 0.0 -0.2 -0.1 -0.405
H -2.84845 0.18924 1.54549 0.0 0.1 0.0 0.239
C -4.96724 0.43418 1.80941 0.1 0.3 0.2 -0.409
H -4.83492 0.07655 2.83276 0.0 -0.1 -0.1 0.217
H -5.29137 -0.42122 1.21559 -0.1 -0.2 0.0 0.185
C -6.04480 1.52009 1.80316 -0.2 -0.2 -0.1 -0.404
H -5.57131 2.47838 2.02429 0.0 0.0 0.1 0.194
H -6.75969 1.32799 2.60640 0.0 0.1 0.0 0.211
C -6.83183 1.62473 0.49431 0.1 0.0 0.0 -0.394
C -6.00023 1.44556 -0.77846 0.0 0.3 0.1 -0.404
C -4.63108 2.12688 -0.74505 0.1 -0.2 -0.1 -0.407
H -4.69416 3.05960 -0.18428 0.0 0.1 0.0 0.205
H -4.34212 2.37803 -1.76828 0.0 0.1 0.0 0.216
H -6.57595 1.85610 -1.61129 0.0 -0.1 0.0 0.214
H -5.86831 0.38389 -0.98836 -0.1 -0.1 -0.1 0.185
H -7.62336 0.87140 0.48867 -0.1 0.0 0.0 0.200
H -7.31918 2.60214 0.46951 -0.1 0.0 0.0 0.201
H -3.35675 1.84222 1.90365 0.0 0.0 0.0 0.202
H -2.55996 1.81692 -0.31657 -0.2 -0.1 0.0 0.234
H -2.90344 -2.35007 -1.59712 -0.1 0.0 -0.1 0.222
H -2.31398 -1.66860 -3.13063 0.0 0.0 0.1 0.246
H -0.64955 -3.32148 -2.17281 0.1 -0.1 0.1 0.253
H 0.01695 -1.66082 -2.16159 0.0 0.0 -0.1 0.256
H 0.38587 0.22501 -0.34325 -0.1 0.1 -0.1 0.267
H 1.67019 2.14519 -0.11981 0.2 0.1 0.0 0.422
H 5.69030 2.45072 0.59035 -0.2 0.0 0.0 0.261
H 5.63654 2.29692 -1.82271 0.1 0.0 0.0 0.220
H 6.55208 0.95757 -1.11868 0.0 0.1 0.0 0.214
H 5.16639 0.17402 -2.99416 0.0 0.0 -0.1 0.220
H 3.70102 0.76487 -2.21704 -0.1 0.0 -0.1 0.206
H 4.61184 -0.57045 -1.49798 0.0 -0.1 0.0 0.212
```
Forces are in eV/Å.

3.
C20H28N2O5 | ωB97M-V with the def2-TZVPD basis set

Output
DFT total energy (eV): -34393.6306
ΔE to the lowest compared entry with this formula, charge and spin (kcal per mole): 488.8
E_LUMO (eV): 0.56
HOMO-LUMO gap (eV): 8.1
HOMO (hartree): -0.276

Geometry as XYZ:
```
55
Properties=species:S:1:pos:R:3:forces:R:3:nbo_charge:R:1
C -8.34798 -1.92856 1.41865 6.9 -4.8 -9.6 -0.538
C -7.09589 -1.04610 0.87989 -7.9 2.9 -3.9 -0.346
C -6.68967 -1.23213 -0.58954 -8.7 -3.3 0.2 -0.410
C -5.63076 -0.48617 -1.04367 1.8 -0.5 -2.1 -0.119
H -5.44559 -0.77433 -2.23389 0.1 1.3 3.2 0.209
H -5.95180 0.52145 -0.79968 0.9 0.8 -0.8 0.196
O -4.61281 -0.94039 -0.09612 3.7 3.7 -4.9 -0.560
C -3.38894 -0.27193 -0.78884 0.6 -3.1 5.3 0.830
O -3.29542 0.48720 -1.68593 -0.7 -0.8 0.6 -0.514
C -2.18568 -0.84004 0.20276 -1.1 0.9 -0.4 -0.343
N -1.04846 0.04430 -0.10271 -0.2 -11.0 -3.2 -0.377
C -0.08444 -0.69781 -0.90923 2.4 -4.7 0.4 0.694
O 0.07348 -2.14557 -1.23725 -1.4 8.3 1.8 -0.731
N 1.00955 0.24115 -1.02644 -0.9 -7.4 -3.6 -0.377
C 0.59083 1.35133 -0.66041 -5.4 5.5 7.1 0.186
C 1.14993 2.56774 -0.38708 9.5 -7.5 -7.9 -0.284
C 0.59011 3.49741 0.14741 -5.3 14.0 6.1 0.018
C -0.74086 3.40688 0.73908 5.8 14.4 1.7 -0.199
C -1.22838 2.33229 0.58073 -13.2 -9.7 3.1 -0.250
C -0.69592 1.22530 0.15986 7.2 1.0 -5.3 0.177
H -2.35535 2.08944 0.99398 2.3 0.9 -0.8 0.182
H -1.32301 4.39254 1.27731 2.0 -3.0 -1.8 0.227
C 1.17555 5.13654 0.17541 -0.7 -4.8 -8.2 -0.548
H 2.20302 4.99979 0.28659 2.0 0.0 -0.7 0.198
H 0.87277 5.76068 -1.00184 1.0 -2.0 4.1 0.198
H 0.95428 5.59883 0.99182 -2.5 3.1 4.7 0.180
H 2.20862 2.55665 -0.94949 -1.9 1.1 1.5 0.194
C 2.29103 -0.01233 -1.67562 -1.2 -6.5 2.8 -0.335
C 3.28037 -0.22522 -0.48013 3.3 2.5 -6.7 0.821
O 3.21696 -0.07364 0.65626 -1.0 -0.4 3.0 -0.509
O 4.55427 -0.27445 -1.22112 -2.7 -1.4 0.4 -0.545
C 5.65086 -0.51100 -0.43625 -3.0 0.2 7.6 -0.065
C 5.85946 -1.86147 0.26232 -4.8 -2.3 1.3 -0.386
C 6.98831 -2.16735 1.17799 1.3 11.7 -0.8 -0.367
C 8.32976 -1.94235 0.51933 -0.2 14.6 11.6 -0.517
H 9.20730 -1.88131 1.25619 -1.3 -0.6 -0.8 0.209
H 8.52243 -0.85745 -0.02934 -1.2 -2.6 1.3 0.183
H 8.45154 -2.54729 -0.05314 3.2 -12.8 -12.3 0.133
H 6.89519 -1.25872 2.01626 0.4 -1.9 -1.6 0.155
H 6.84791 -2.90231 1.75136 -0.8 -6.5 3.8 0.203
H 6.02218 -2.67426 -0.43198 -1.1 -0.3 -1.0 0.193
H 4.76851 -2.08101 1.01048 3.1 0.3 -2.6 0.189
H 5.47369 0.18616 0.54242 1.2 -0.9 -2.2 0.157
H 6.48192 -0.35042 -0.90986 4.5 1.8 -3.0 0.181
H 2.41437 0.58752 -2.51342 1.1 1.3 -1.0 0.254
H 2.32330 -1.24506 -2.07950 -0.8 3.6 0.9 0.306
H -2.00973 -1.97589 0.07564 0.3 2.1 -0.6 0.305
H -2.35013 -0.78464 1.30274 -0.8 0.5 -0.9 0.242
H -7.66774 -1.04507 -1.33007 2.1 -0.1 2.0 0.183
H -6.69204 -2.30477 -0.61005 1.1 -0.9 -0.9 0.214
H -6.35799 -1.15098 1.47969 5.0 -0.6 4.0 0.186
H -7.51980 0.05445 0.92324 1.1 -1.7 0.4 0.166
H -8.48361 -1.64778 2.26402 -2.0 3.1 10.5 0.175
H -8.04932 -3.06041 1.36878 -0.5 2.0 0.4 0.179
H -9.15617 -1.83941 0.82244 -2.7 0.6 -2.0 0.196
```
Forces are in eV/Å.

4.
C20H28N3O4RuS2SbSe4Si | ωB97M-V with the def2-TZVPD basis set

Output
2S+1: 5
DFT total energy (eV): -333910.6146
ΔE to the lowest compared entry with this formula, charge and spin (kcal per mole): 16.2
Charge: -2
E_LUMO (spin up / spin down) (eV): 3.60 / 3.39
HOMO-LUMO gap (spin up / spin down) (eV): 5.9 / 5.7
HOMO (spin up / spin down) (hartree): -0.083 / -0.083

Geometry as XYZ:
```
64
Properties=species:S:1:pos:R:3:forces:R:3:nbo_charge:R:1
Ru 9.41355 12.56969 10.09939 -0.6 0.5 0.1 0.714
C 9.31723 8.52678 17.73753 -0.4 0.2 -1.6 -0.625
C 9.07081 9.33580 16.43462 -0.8 -0.6 -0.4 -0.012
C 8.60139 10.66577 16.42210 0.2 -1.2 -0.3 -0.220
C 8.17052 11.28787 15.22998 1.0 -1.2 0.8 -0.179
C 8.15074 10.55831 14.05555 0.5 -0.8 -0.5 -0.310
C 8.57585 9.19419 14.02744 -0.5 2.1 0.9 -0.197
C 9.03695 8.63159 15.20994 -0.3 -1.3 -0.5 -0.213
S 7.81769 11.40999 12.49644 0.5 0.6 0.9 2.339
O 6.89655 12.49246 12.72846 0.2 -0.3 0.5 -0.944
O 7.34660 10.40460 11.57503 0.0 -0.6 -0.3 -1.027
N 9.25706 12.00940 12.12209 -0.1 -0.3 -0.6 -0.958
C 10.47299 11.24095 12.30770 1.7 0.6 0.2 -0.370
C 11.15102 10.59204 11.05305 -1.9 0.0 1.0 0.784
O 11.90840 9.67314 11.23462 0.9 -0.4 -0.3 -0.651
O 10.74356 11.07937 9.91760 0.6 -0.2 0.5 -0.748
H 10.23053 8.74912 18.24726 0.6 0.4 0.3 0.213
H 9.33176 7.46067 17.50578 0.1 0.1 -0.1 0.212
H 8.47247 8.67464 18.38174 -0.3 0.2 0.6 0.211
H 8.50483 11.11704 17.39638 0.1 0.6 0.0 0.202
H 7.97230 12.32901 15.23235 -0.5 0.8 -0.1 0.239
H 8.52606 8.66930 13.09394 0.0 -0.3 -0.2 0.248
H 9.22353 7.52424 15.10839 0.2 1.3 0.7 0.210
H 10.42076 10.52081 13.10649 0.0 -0.4 0.1 0.213
H 11.26942 11.96162 12.63471 -0.6 -0.4 -0.1 0.210
Se 6.27118 14.65654 7.10005 -0.6 -0.4 -0.8 -0.788
Sb 8.30758 15.02788 8.23560 -0.2 0.7 -0.2 1.046
Se 10.07533 13.23805 7.92995 0.1 0.3 -0.5 -0.420
Se 7.72586 14.19119 10.50907 0.1 0.1 0.2 -0.363
Se 9.04461 17.29537 8.25399 0.4 0.3 0.0 -0.771
N 6.47465 11.05867 8.00032 0.2 0.2 -0.1 -0.794
C 6.05092 9.77852 8.12949 -0.3 1.1 -2.5 0.346
S 5.27542 9.08710 6.77059 0.3 -0.1 0.5 -0.400
N 6.28109 9.20759 9.28887 0.0 -1.1 1.9 -0.602
C 6.19355 7.88490 9.76450 -1.0 0.9 -0.8 0.156
C 6.24446 7.67130 11.11698 0.0 0.0 0.8 -0.191
C 6.21167 6.42515 11.67022 0.0 -1.0 0.8 -0.222
C 6.13164 5.28636 10.87929 0.4 -1.1 -0.3 -0.259
C 6.00519 5.49034 9.51163 -0.3 -0.3 0.4 -0.203
C 5.92874 6.78437 9.00702 0.6 -1.8 -1.2 -0.243
H 6.38000 11.42871 7.05067 0.0 0.2 0.9 0.437
H 6.95290 11.65900 8.70680 -0.6 -0.9 -0.7 0.424
H 6.51270 9.84567 10.02642 0.5 0.4 0.4 0.440
H 6.24599 8.47009 11.79641 0.3 1.2 0.5 0.226
H 6.25076 6.37256 12.76036 0.0 -0.2 -0.3 0.200
H 6.23835 4.24187 11.25255 -0.2 1.0 0.0 0.200
H 5.95015 4.64703 8.79848 -0.1 0.5 0.6 0.204
H 5.78413 6.78271 7.96007 -0.1 0.8 -0.8 0.249
C 11.68058 7.21722 7.01815 -1.4 2.0 0.9 -1.090
Si 9.91702 7.18508 7.73452 -0.7 -2.4 -1.0 1.533
C 9.97993 6.05707 9.31357 -0.2 0.2 -0.7 -1.095
C 8.55459 6.35037 6.51440 0.1 -0.1 1.9 -1.078
C 9.42138 8.87834 8.11728 -0.3 0.9 1.0 -0.783
H 12.16713 6.30855 7.03366 1.1 -2.1 0.4 0.213
H 12.14606 7.92911 7.72811 0.3 -0.3 -0.5 0.242
H 11.76899 7.57972 6.01036 -0.2 0.5 -0.4 0.228
H 9.00303 6.10595 9.87028 1.0 -0.1 -0.4 0.242
H 10.79287 6.51001 9.90598 -0.3 -0.4 0.2 0.235
H 10.23194 4.99088 9.02610 -0.3 1.2 0.4 0.218
H 8.46277 5.22561 6.38458 0.7 1.3 0.0 0.215
H 8.49353 6.89833 5.58757 0.0 -0.1 -0.5 0.226
H 7.63284 6.60815 7.07637 0.3 0.0 -0.4 0.236
H 8.65171 9.45339 7.62982 -0.2 -0.1 -0.5 0.205
H 9.76206 9.44934 8.99926 0.1 -0.6 -0.5 0.237
```
Forces are in eV/Å.